Record 1
DFT (wB97M-V/def2-TZVPD) results for C29H25CdIN6O6 as an isolated structure.

Values from the calculation:
Spin multiplicity: 1
Calculated total energy: -2365.36889 a.u.
Molecular weight: 792.9 g/mol
E_LUMO (spin up / spin down): -2.18 / -2.18 eV
Largest force on an atom: 4.1 eV/A

CARTESIAN COORDINATES (ANGSTROEM)
Cd  0.72406  -0.53165  -0.94841
C  1.34001  2.12840  -4.87669
C  0.62918  2.81456  -3.78500
N  0.07951  4.04085  -4.06002
C  -0.78849  4.48061  -3.14777
C  -0.95185  4.03162  -1.79476
C  -1.93545  4.83458  -0.94684
O  -1.56822  4.98790  0.43634
C  -0.22341  2.89635  -1.42185
C  -0.00946  2.49550  -0.07522
N  0.81406  1.51965  0.36340
C  1.50435  1.67852  1.52113
C  0.84244  1.77930  2.74782
C  1.51636  1.64666  3.95631
C  2.86163  1.48214  3.96654
C  3.64039  1.57578  2.78665
C  2.92439  1.62974  1.59198
I  3.88219  1.21431  -0.30625
C  0.60953  2.16750  -2.48363
O  1.36601  1.13782  -2.30319
H  1.81449  2.90217  -5.53425
H  0.64049  1.50490  -5.51488
H  2.12272  1.42142  -4.51815
H  -1.45657  5.30457  -3.48133
H  -2.87528  4.23712  -1.05927
H  -2.04547  5.77834  -1.44828
H  -2.36244  4.82769  0.96921
H  -0.59755  2.98554  0.69897
H  -0.28028  1.80490  2.74238
H  0.92091  1.54454  4.84555
H  3.33851  1.34926  4.90970
H  4.74793  1.56960  2.98919
N  2.28146  -2.20015  -1.87468
C  1.38952  -3.30455  -2.20715
C  0.59668  -3.18744  -3.52333
C  -0.05198  -1.83529  -3.90480
O  -0.27490  -1.69087  -5.09878
O  -0.34726  -1.06822  -2.89119
H  2.67087  -1.89796  -2.78468
H  3.10550  -2.51948  -1.33616
H  0.65606  -3.39673  -1.34111
H  1.91419  -4.28415  -2.20174
H  -0.30500  -3.81923  -3.40917
H  1.08657  -3.55931  -4.44211
O  -4.97751  -2.56249  3.29286
N  -3.88042  -2.67984  3.80660
O  -3.71757  -2.98419  5.03759
C  -2.72580  -2.44931  3.04377
C  -1.56346  -2.86259  3.63886
C  -0.30725  -2.65176  3.00547
C  0.89252  -3.14280  3.59579
C  2.08905  -2.93894  2.91283
C  2.09621  -2.20789  1.71670
N  0.96954  -1.67688  1.12611
C  -0.22847  -1.99491  1.75650
C  -1.46448  -1.58307  1.13112
N  -1.41265  -1.06442  -0.10735
C  -2.50844  -0.91557  -0.86273
C  -3.78953  -0.97633  -0.24723
C  -3.93800  -1.32162  1.11878
C  -2.74319  -1.84171  1.72203
H  -1.72812  -3.43172  4.54336
H  0.81633  -3.66463  4.59046
H  2.99380  -3.35251  3.28145
H  3.05976  -1.86688  1.31618
H  -2.35939  -0.65159  -1.92120
H  -4.65126  -0.60239  -0.86754
H  -4.86805  -1.05276  1.56508

=====

Record 2
DFT (wB97M-V/def2-TZVPD) results for C29H25F5NS4SeTc as an isolated structure.

Values from the calculation:
Spin multiplicity: 4
Net charge: +1
Calculated total energy: -5748.93638 a.u.
Molecular weight: 787.7 g/mol
E_LUMO (spin up / spin down): -3.14 / -4.73 eV
Expectation value of S²: 3.792
Largest force on an atom: 0.3 eV/A

CARTESIAN COORDINATES (ANGSTROEM)
Tc  0.31155  0.74391  -0.20042
C  2.48793  -2.88359  1.17248
C  3.01822  -1.86476  0.17466
S  2.56225  -0.11304  0.36007
C  2.69224  0.14589  2.14481
C  1.45916  -0.13880  3.01463
S  -0.16409  -0.04509  2.19070
C  -0.92907  -1.68402  2.41632
C  -0.06264  -2.93130  2.46124
S  0.76520  -3.38576  0.92415
H  2.63274  -2.55582  2.20090
H  3.09587  -3.78168  1.05345
H  2.74691  -2.13018  -0.84533
H  4.10879  -1.85221  0.22032
H  2.96415  1.19439  2.22510
H  3.54196  -0.44678  2.48730
H  1.42850  0.59444  3.81818
H  1.51824  -1.12133  3.47403
H  -1.63964  -1.74754  1.58993
H  -1.49834  -1.60986  3.34401
H  -0.73680  -3.76081  2.68311
H  0.65561  -2.91818  3.28019
C  -3.53607  2.88741  0.12516
C  -4.45624  1.89610  -0.17839
C  -3.99868  0.64644  -0.55320
C  -2.63448  0.40228  -0.61388
N  -1.74549  1.36157  -0.26080
C  -2.19337  2.57826  0.08405
C  -2.02310  -0.82761  -1.13450
C  -2.76056  -1.86580  -1.69859
C  -2.10473  -2.89633  -2.35089
C  -0.72024  -2.87418  -2.46524
C  0.00837  -1.85349  -1.87750
C  -0.62189  -0.83145  -1.16983
H  -3.84072  3.88621  0.40070
H  -5.51826  2.09722  -0.13401
H  -4.69346  -0.13594  -0.81869
H  -1.44514  3.31041  0.34475
H  -3.84208  -1.86370  -1.66563
H  -2.67430  -3.69715  -2.80283
H  -0.21213  -3.65418  -3.01777
H  1.08419  -1.84590  -1.99608
Se  1.02627  1.69853  -2.30759
C  -0.36096  1.22253  -3.54979
C  -1.56453  1.91876  -3.53952
C  -2.56303  1.57400  -4.43825
C  -2.35848  0.54328  -5.34569
C  -1.14800  -0.13418  -5.36352
C  -0.14380  0.20450  -4.46738
H  -1.71217  2.73530  -2.84380
H  -3.49834  2.11881  -4.43747
H  -3.13799  0.27731  -6.04710
H  -0.98056  -0.92753  -6.08007
H  0.80098  -0.32341  -4.48002
F  3.28768  7.00014  -2.02080
C  2.74871  6.02899  -1.29726
C  1.44653  6.14128  -0.84043
F  0.73207  7.22412  -1.12816
C  0.89480  5.11974  -0.08941
F  -0.37147  5.26228  0.32174
C  1.60285  3.96725  0.22675
S  0.86929  2.70336  1.21490
C  2.90872  3.89128  -0.23890
F  3.65265  2.81133  0.04112
C  3.48440  4.89594  -0.99293
F  4.73572  4.77836  -1.42590

=====

Record 3
DFT (wB97M-V/def2-TZVPD) results for C29H25N5O15S5V as an isolated structure.

Values from the calculation:
Spin multiplicity: 2
Net charge: -2
Calculated total energy: -5457.70563 a.u.
Molecular weight: 894.8 g/mol
E_LUMO (spin up / spin down): 3.52 / 4.01 eV
Expectation value of S²: 0.760
Largest force on an atom: 2.5 eV/A

CARTESIAN COORDINATES (ANGSTROEM)
V  -1.52939  0.10214  0.08634
O  -2.98906  3.37581  0.65928
S  -2.25187  2.77105  1.74470
O  -2.81063  2.84651  3.05228
O  -1.92490  1.31185  1.38308
C  -0.62598  3.49923  1.67652
C  -0.58883  4.78859  1.15654
C  0.62612  5.41772  0.93310
C  1.80737  4.74845  1.20637
C  1.77000  3.46906  1.73906
C  0.56205  2.83190  1.99406
S  0.67247  1.13888  2.61883
O  -0.34889  1.00873  3.62619
O  2.03530  1.00955  3.07776
O  0.43296  0.32121  1.40226
H  -1.51879  5.27552  0.89707
H  0.64378  6.41610  0.51324
H  2.76711  5.19304  0.98050
H  2.68679  2.93460  1.93791
N  -0.34905  1.65869  -0.91862
C  0.00235  1.27931  -2.29158
C  -0.24027  -0.20111  -2.44314
O  0.10921  -0.89906  -3.34388
O  -1.00216  -0.66967  -1.41474
H  -0.73893  2.59452  -0.88175
H  0.50948  1.64620  -0.36259
H  1.03649  1.51733  -2.51947
H  -0.66616  1.77143  -2.99100
O  -5.19526  -2.47112  -0.00937
C  -4.54129  -3.61749  -0.22997
C  -5.33151  -4.68719  -0.66663
C  -4.78213  -5.93001  -0.89510
C  -3.42253  -6.13720  -0.68865
C  -2.63842  -5.08119  -0.26733
C  -3.16077  -3.80483  -0.03754
C  -2.20336  -2.72661  0.37680
O  -2.60898  -1.48266  0.49657
N  -0.99298  -3.09141  0.60061
N  -0.23737  -2.01745  1.05244
C  0.90763  -2.36588  1.47178
S  2.02190  -1.23445  2.21686
C  3.10847  -2.51744  2.88429
C  3.16001  -3.65694  1.88648
S  1.46054  -4.06071  1.41363
H  -4.57183  -1.80057  0.34258
H  -6.38851  -4.50101  -0.80933
H  -5.41519  -6.74256  -1.23354
H  -2.97931  -7.10996  -0.85994
H  -1.57585  -5.21127  -0.11265
H  2.73850  -2.86487  3.85054
H  4.08909  -2.05871  3.02370
H  3.61203  -4.55414  2.31242
H  3.72315  -3.36088  0.99969
O  -2.73340  1.20184  -2.98617
C  -3.48239  1.29259  -2.03301
C  -4.81012  2.03374  -2.10268
C  -5.47141  1.74146  -0.77187
C  -4.41285  0.97831  0.00277
O  -4.56075  0.60330  1.14207
N  -3.28371  0.77017  -0.78027
H  -5.36193  1.69992  -2.98037
H  -4.57319  3.09050  -2.23367
H  -6.35190  1.10224  -0.84560
H  -5.73362  2.62714  -0.19565
O  4.66445  3.48615  0.10336
S  4.39542  2.69566  -1.07946
O  4.62979  3.37226  -2.33722
N  2.97224  1.97144  -1.02312
C  3.07598  0.61961  -1.01719
O  2.14548  -0.17624  -1.01222
C  4.51617  0.15259  -1.02501
C  4.98858  -1.14754  -1.03190
C  6.36418  -1.34245  -1.04686
C  7.23926  -0.25658  -1.05884
C  6.75752  1.04731  -1.06056
C  5.38699  1.21799  -1.04093
H  4.28197  -1.96749  -1.02532
H  6.76754  -2.34838  -1.05138
H  8.30848  -0.43301  -1.07042
H  7.42859  1.89645  -1.07512

=====

Record 4
DFT (wB97M-V/def2-TZVPD) results for C29H26AlBF5N7O2S as an isolated structure.

Values from the calculation:
Spin multiplicity: 1
Calculated total energy: -2819.44249 a.u.
Molecular weight: 669.4 g/mol
E_LUMO: 0.31 eV
Largest force on an atom: 0.5 eV/A

CARTESIAN COORDINATES (ANGSTROEM)
Al  1.21018  0.32272  -0.39034
C  5.07043  2.13236  -1.06544
C  4.07180  1.21784  -1.39405
N  3.12546  1.20228  -0.46161
N  3.49009  2.10168  0.47229
C  4.65175  2.67364  0.13503
B  2.59695  2.34338  1.70580
N  1.24720  2.87872  1.19650
C  0.55057  3.98272  1.49227
C  -0.61472  3.97190  0.74710
C  -0.54462  2.79302  0.00527
N  0.58332  2.14927  0.28288
N  2.33583  0.95895  2.33722
C  2.54869  0.50945  3.57984
C  2.13125  -0.80711  3.64274
C  1.66159  -1.08211  2.35826
N  1.79385  -0.01350  1.58052
H  5.95812  2.37127  -1.62303
H  3.99836  0.59436  -2.26789
H  5.10199  3.42103  0.76583
H  3.10901  3.09393  2.48409
H  0.92240  4.69586  2.20829
H  -1.39585  4.71078  0.74102
H  -1.24507  2.37561  -0.69933
H  2.97782  1.14807  4.33308
H  2.16094  -1.46741  4.49090
H  1.22136  -1.98548  1.97299
C  1.92574  -4.28788  -2.91215
N  2.23583  -2.96412  -2.39623
C  3.02836  -2.12519  -3.28281
C  1.68498  -2.46586  -1.29496
C  0.71038  -3.31197  -0.53004
O  1.99106  -1.31601  -0.90461
H  2.80478  -4.67376  -3.42559
H  1.09771  -4.23748  -3.62306
H  1.66769  -4.97523  -2.11404
H  2.62671  -2.19658  -4.29403
H  4.06980  -2.45035  -3.28529
H  2.96583  -1.09736  -2.94873
H  -0.09121  -3.64660  -1.18866
H  0.26918  -2.70657  0.25490
H  1.20490  -4.18572  -0.10377
C  -7.17133  0.43521  2.81572
C  -7.54761  -0.62391  3.81614
O  -8.58204  -0.63858  4.42524
S  -6.38012  -1.94617  4.14433
C  -4.97815  -1.56544  3.11807
C  -4.87913  -2.10913  1.84198
C  -3.77942  -1.82958  1.04856
C  -2.75300  -1.00839  1.52110
C  -2.85710  -0.47784  2.81242
C  -3.95720  -0.75551  3.60470
C  -1.59703  -0.70839  0.73073
C  -0.60592  -0.41830  0.08860
H  -6.33437  1.01754  3.20413
H  -8.02822  1.08724  2.66429
H  -6.85601  -0.00295  1.87060
H  -5.67115  -2.74870  1.47388
H  -3.70540  -2.24728  0.05313
H  -2.05828  0.15268  3.18083
H  -4.02998  -0.34215  4.60238
F  -0.05177  -1.21633  -2.91148
C  0.24468  0.06314  -3.27466
C  0.88589  0.90445  -2.38357
C  1.13570  2.16749  -2.89802
F  1.75248  3.10613  -2.14722
C  0.78221  2.57314  -4.17459
F  1.05446  3.80962  -4.61001
C  0.14017  1.68309  -5.01615
F  -0.20357  2.04936  -6.25370
C  -0.13263  0.40755  -4.56106
F  -0.74660  -0.47053  -5.36755